No. 1
C5H7BrIN2 | ωB97M-V/def2-TZVPD

Orbital gap ... 8.8 eV
Strongest force on any atom ... 0.06608 hartree/bohr
Molar mass ... 301.9 g/mol
Multiplicity ... 1
Charge ... +1

Atoms and positions in Å:
1 C 2.21 0.53 -0.20
2 C 1.67 1.39 0.80
3 C 1.40 -0.39 -0.84
4 C 0.31 1.38 1.03
5 C -0.51 0.51 0.20
6 N -1.84 0.63 0.07
7 N 0.07 -0.31 -0.69
8 Br -2.07 -3.08 -0.87
9 I -0.84 2.56 2.40
10 H 3.24 0.63 -0.29
11 H 2.33 1.97 1.36
12 H 1.73 -1.17 -1.62
13 H -2.28 -0.11 -0.44
14 H -2.40 0.89 0.87
15 H -0.45 -0.98 -1.24
16 H -2.57 -4.43 -0.55

Here are the natural (NBO) charges for atoms 1 to 6, given in e: -0.25, -0.11, 0.07, -0.21, 0.42, -0.74

No. 2
C5H8NO3S | ωB97M-V/def2-TZVPD

Orbital gap ... 8.5 eV
Strongest force on any atom ... 0.05469 hartree/bohr
Molar mass ... 162.2 g/mol
Multiplicity ... 1
Charge ... -1

Atoms and positions in Å:
1 C 0.10 1.45 -0.53
2 C 1.35 1.19 -0.20
3 C -0.94 1.85 0.56
4 C 2.49 0.80 -1.21
5 C -1.21 -2.49 1.37
6 N -0.94 -1.82 0.06
7 O -2.02 -0.49 -1.66
8 O -0.79 2.82 1.35
9 O -1.91 1.02 0.62
10 S -2.15 -0.88 -0.29
11 H -0.20 1.50 -1.54
12 H 1.55 1.16 0.87
13 H 2.23 0.11 -1.98
14 H 2.89 1.60 -1.72
15 H 3.35 0.38 -0.71
16 H -0.58 -2.13 2.12
17 H -2.29 -2.57 1.76
18 H -0.93 -3.49 1.15

Here are the natural (NBO) charges for atoms 1 to 6, given in e: -0.28, -0.19, 0.77, -0.64, -0.45, -0.84

No. 3
C37H60BN3O20S | ωB97M-V/def2-TZVPD

Orbital gap ... 7.3 eV
Strongest force on any atom ... 0.08857 hartree/bohr
Molar mass ... 909.8 g/mol
Multiplicity ... 1

Atoms and positions in Å:
1 C 2.01 -0.26 -0.74
2 C 2.35 0.29 -2.19
3 C 2.84 1.81 -2.13
4 C 1.73 2.84 -2.60
5 C 0.35 2.72 -1.78
6 C -0.81 3.04 -2.80
7 C -2.26 2.91 -2.21
8 C -3.22 2.11 -2.99
9 C -4.68 1.94 -2.55
10 B -5.64 1.05 -3.48
11 O -5.00 0.02 -4.24
12 O -7.02 1.21 -3.62
13 C -7.66 -0.07 -3.90
14 C -9.26 0.07 -3.88
15 C -5.10 2.58 -1.30
16 C -6.54 2.50 -0.75
17 C -7.39 1.29 -0.69
18 C -8.72 1.39 -0.10
19 N -9.41 2.46 0.41
20 C -8.57 3.55 0.33
21 C -7.21 3.68 -0.17
22 C -4.09 3.38 -0.52
23 N -4.30 4.04 0.67
24 S -2.90 4.78 1.18
25 N -1.83 4.36 -0.07
26 C -2.63 3.59 -0.91
27 H 2.94 -0.59 -0.20
28 H 1.27 -1.11 -0.88
29 H 1.49 0.50 -0.09
30 H 3.10 -0.35 -2.72
31 H 1.39 0.31 -2.79
32 H 3.19 2.13 -1.11
33 H 3.70 1.93 -2.86
34 H 1.52 2.76 -3.71
35 H 2.11 3.89 -2.39
36 H 0.23 1.71 -1.30
37 H 0.36 3.55 -1.01
38 H -0.69 4.11 -3.14
39 H -0.73 2.41 -3.73
40 H -2.86 1.62 -3.93
41 H -4.61 -0.65 -3.65
42 H -7.41 -0.42 -4.95
43 H -7.35 -0.86 -3.16
44 H -9.64 -0.07 -4.94
45 H -9.73 -0.78 -3.29
46 H -9.56 1.08 -3.51
47 H -7.02 0.32 -1.09
48 H -9.30 0.41 -0.06
49 H -9.03 4.51 0.73
50 H -6.68 4.66 -0.12
51 C 9.11 1.71 -0.27
52 O 7.74 2.07 -0.18
53 C 7.46 3.30 -0.64
54 O 8.26 4.08 -1.10
55 O 6.15 3.52 -0.49
56 C 5.71 4.80 -0.94
57 H 9.21 0.70 0.13
58 H 9.44 1.70 -1.31
59 H 9.73 2.38 0.32
60 H 5.90 4.91 -2.01
61 H 6.20 5.59 -0.38
62 H 4.64 4.86 -0.78
63 C 9.70 -1.63 4.39
64 O 8.33 -1.26 4.48
65 C 8.06 -0.03 4.02
66 O 8.86 0.74 3.56
67 O 6.75 0.18 4.16
68 C 6.31 1.47 3.70
69 H 9.80 -2.64 4.79
70 H 10.04 -1.64 3.35
71 H 10.32 -0.96 4.99
72 H 6.51 1.58 2.63
73 H 6.80 2.26 4.27
74 H 5.24 1.53 3.86
75 C -6.07 -4.43 -4.13
76 O -5.98 -4.11 -2.74
77 C -6.23 -5.13 -1.92
78 O -6.50 -6.26 -2.25
79 O -6.11 -4.69 -0.66
80 C -6.35 -5.69 0.34
81 H -5.85 -3.53 -4.70
82 H -5.33 -5.19 -4.40
83 H -7.08 -4.77 -4.38
84 H -5.62 -6.50 0.25
85 H -7.36 -6.07 0.26
86 H -6.23 -5.22 1.31
87 C 10.55 -8.05 6.00
88 O 9.17 -7.68 6.08
89 C 8.90 -6.46 5.63
90 O 9.70 -5.68 5.17
91 O 7.59 -6.24 5.77
92 C 7.15 -4.96 5.31
93 H 10.65 -9.06 6.40
94 H 10.88 -8.05 4.96
95 H 11.16 -7.38 6.59
96 H 7.35 -4.84 4.25
97 H 7.63 -4.17 5.88
98 H 6.08 -4.90 5.47
99 C -9.02 -7.81 3.55
100 O -8.60 -7.57 4.89
101 C -7.39 -7.00 4.99
102 O -6.67 -6.70 4.07
103 O -7.12 -6.83 6.29
104 C -5.85 -6.23 6.55
105 H -10.01 -8.27 3.60
106 H -9.10 -6.88 2.99
107 H -8.34 -8.51 3.05
108 H -5.80 -5.23 6.11
109 H -5.04 -6.86 6.17
110 H -5.74 -6.14 7.63
111 C 0.92 8.11 -3.81
112 O 2.19 7.64 -3.36
113 C 3.21 7.96 -4.17
114 O 3.13 8.59 -5.19
115 O 4.33 7.46 -3.63
116 C 5.51 7.72 -4.38
117 H 0.17 7.79 -3.09
118 H 0.91 9.20 -3.86
119 H 0.67 7.68 -4.78
120 H 5.69 8.80 -4.46
121 H 5.44 7.28 -5.38
122 H 6.35 7.27 -3.85

Here are the Löwdin charges for atoms 1 to 6, given in e: -0.13, -0.24, -0.22, -0.21, -0.19, -0.17

No. 4
C12H15FO5 | ωB97M-V/def2-TZVPD

SMILES string ... CC(=O)OCCCC1=C(CCCF)C(=O)OC1=O
Orbital gap ... 8.8 eV
Strongest force on any atom ... 0.18998 hartree/bohr
Molar mass ... 258.2 g/mol
Multiplicity ... 1

Atoms and positions in Å:
1 C 0.59 -2.52 1.53
2 C 1.14 -2.16 0.00
3 O 0.38 -2.60 -1.00
4 O 2.41 -1.45 -0.09
5 C 2.47 -0.46 -1.16
6 C 2.22 1.10 -0.72
7 C 1.94 1.34 0.87
8 C 0.39 1.49 1.33
9 C -0.92 1.20 0.70
10 C -1.13 0.62 -0.81
11 C -2.53 -0.28 -0.98
12 C -2.50 -0.82 -2.56
13 F -3.20 -2.13 -2.65
14 C -2.06 1.59 1.84
15 O -3.40 1.39 1.69
16 O -1.37 2.16 3.01
17 C 0.09 2.11 2.83
18 O 0.96 2.56 3.76
19 H 0.04 -1.62 2.05
20 H -0.10 -3.49 1.44
21 H 1.56 -2.87 2.12
22 H 3.57 -0.54 -1.62
23 H 1.75 -0.67 -2.08
24 H 3.23 1.68 -0.97
25 H 1.40 1.64 -1.40
26 H 2.45 0.54 1.59
27 H 2.48 2.37 1.15
28 H -0.28 -0.07 -1.21
29 H -1.26 1.56 -1.53
30 H -2.58 -1.18 -0.21
31 H -3.44 0.45 -0.81
32 H -1.37 -0.98 -2.88
33 H -2.94 0.02 -3.25

Here are the natural (NBO) charges for atoms 1 to 6, given in e: -0.73, 0.80, -0.59, -0.54, -0.10, -0.45

No. 5
C19H40BCl2NO2S2 | ωB97M-V/def2-TZVPD

SMILES string ... CCCCN(CCCCB[C@H](Cl)[C@H](C)Cl)C(=S)SCCC.COCCOC
Orbital gap ... 8.4 eV
Strongest force on any atom ... 0.01135 hartree/bohr
Molar mass ... 460.4 g/mol
Multiplicity ... 1

Atoms and positions in Å:
1 C 3.52 -0.41 1.76
2 C 4.15 -1.78 1.50
3 C 3.35 -2.73 0.58
4 C 2.87 -2.09 -0.74
5 N 1.43 -2.10 -1.04
6 C 1.00 -1.03 -1.93
7 C 1.07 0.39 -1.32
8 C -0.06 1.33 -1.80
9 C -1.48 0.87 -1.41
10 B -2.38 1.97 -0.76
11 C -3.78 1.70 -0.05
12 Cl -3.51 2.37 1.61
13 C -4.37 0.28 -0.08
14 C -5.87 0.25 -0.35
15 Cl -4.00 -0.67 1.38
16 C 0.44 -2.52 -0.12
17 S 0.19 -1.99 1.41
18 S -0.51 -3.72 -0.94
19 C -1.81 -4.13 0.24
20 C -2.90 -5.03 -0.36
21 C -3.20 -4.83 -1.85
22 H 4.09 0.14 2.52
23 H 3.50 0.22 0.86
24 H 2.48 -0.52 2.11
25 H 4.28 -2.29 2.46
26 H 5.15 -1.64 1.09
27 H 2.51 -3.15 1.12
28 H 4.00 -3.57 0.32
29 H 3.23 -1.05 -0.79
30 H 3.34 -2.62 -1.58
31 H -0.01 -1.26 -2.28
32 H 1.64 -1.09 -2.82
33 H 1.06 0.31 -0.23
34 H 2.03 0.85 -1.59
35 H 0.02 1.44 -2.89
36 H 0.14 2.33 -1.39
37 H -2.05 0.56 -2.31
38 H -1.46 -0.03 -0.78
39 H -2.06 3.12 -0.84
40 H -4.53 2.38 -0.49
41 H -3.84 -0.26 -0.87
42 H -6.43 0.55 0.55
43 H -6.13 0.94 -1.16
44 H -6.20 -0.75 -0.64
45 H -2.22 -3.19 0.61
46 H -1.32 -4.61 1.10
47 H -2.65 -6.08 -0.18
48 H -3.82 -4.83 0.21
49 H -2.38 -5.17 -2.49
50 H -4.09 -5.39 -2.14
51 H -3.37 -3.78 -2.08
52 C 3.19 2.85 2.27
53 O 3.25 4.19 1.80
54 C 3.07 4.32 0.41
55 C 1.65 4.70 0.04
56 O 0.73 3.69 0.41
57 C 0.01 3.98 1.60
58 H 3.10 2.89 3.35
59 H 2.32 2.32 1.86
60 H 4.10 2.31 2.01
61 H 3.34 3.38 -0.10
62 H 3.75 5.10 0.05
63 H 1.59 4.82 -1.05
64 H 1.39 5.65 0.50
65 H -0.79 4.69 1.42
66 H 0.68 4.36 2.38
67 H -0.43 3.04 1.94

Here are the natural (NBO) charges for atoms 1 to 6, given in e: -0.62, -0.39, -0.42, -0.20, -0.54, -0.21

No. 6
C26H43Cl27N5OS2 | ωB97M-V/def2-TZVPD

Orbital gap ... 7.9 eV
Strongest force on any atom ... 0.11901 hartree/bohr
Molar mass ... 1463.0 g/mol
Multiplicity ... 1
Charge ... +1

Atoms and positions in Å:
1 C -2.13 3.68 2.00
2 C -2.47 2.16 2.37
3 N -3.10 1.37 1.28
4 C -3.23 -0.03 1.83
5 C -3.85 -1.06 0.81
6 C -2.28 1.33 0.06
7 S -0.65 0.97 0.20
8 S -2.96 1.71 -1.61
9 C -1.80 2.97 -2.39
10 C -0.75 2.17 -3.34
11 C 0.75 2.37 -2.86
12 N 1.78 2.00 -3.87
13 N 2.97 2.66 -3.99
14 C 3.82 2.13 -4.99
15 N 3.12 1.04 -5.56
16 C 1.85 0.97 -4.85
17 N 0.92 0.05 -5.08
18 C 1.17 -1.02 -6.12
19 C 1.69 -2.32 -5.37
20 C 3.26 -2.35 -5.09
21 C 3.70 -1.96 -3.61
22 C 3.03 -2.83 -2.46
23 C 3.76 -4.23 -2.19
24 O 2.92 -5.23 -1.59
25 C 2.19 -4.73 -0.46
26 H -1.28 4.01 2.72
27 H -2.98 4.41 2.17
28 H -1.73 3.84 0.96
29 H -3.25 2.20 3.22
30 H -1.59 1.58 2.82
31 H -3.95 0.05 2.72
32 H -2.24 -0.41 2.25
33 H -3.79 -2.09 1.31
34 H -4.97 -0.91 0.62
35 H -3.29 -1.17 -0.17
36 H -1.29 3.55 -1.56
37 H -2.47 3.61 -3.05
38 H -1.01 1.07 -3.17
39 H -0.89 2.46 -4.43
40 H 0.89 3.50 -2.67
41 H 0.98 1.83 -1.88
42 H 3.30 3.46 -3.45
43 H 4.85 2.42 -5.32
44 H 0.04 -0.04 -4.57
45 H 0.13 -1.23 -6.55
46 H 1.81 -0.66 -6.97
47 H 1.43 -3.21 -6.03
48 H 1.05 -2.44 -4.43
49 H 3.68 -3.37 -5.35
50 H 3.73 -1.59 -5.81
51 H 4.83 -2.15 -3.54
52 H 3.55 -0.86 -3.35
53 H 3.13 -2.22 -1.49
54 H 1.92 -3.04 -2.59
55 H 4.70 -3.99 -1.57
56 H 4.11 -4.64 -3.19
57 H 2.78 -4.02 0.21
58 H 1.25 -4.19 -0.85
59 H 1.80 -5.60 0.16
60 C -1.57 4.50 6.36
61 Cl -3.27 4.32 5.91
62 Cl -0.55 3.45 5.37
63 Cl -1.07 6.19 6.20
64 H -1.46 4.21 7.40
65 C 0.09 -0.77 5.20
66 Cl -0.05 -2.09 4.02
67 Cl 1.31 0.40 4.67
68 Cl -1.47 0.02 5.44
69 H 0.41 -1.19 6.14
70 C -7.51 -3.16 1.25
71 Cl -8.33 -4.36 2.27
72 Cl -7.06 -1.75 2.21
73 Cl -6.09 -3.88 0.48
74 H -8.20 -2.85 0.48
75 C -3.15 -2.72 -7.27
76 Cl -3.97 -3.91 -6.26
77 Cl -2.68 -1.31 -6.31
78 Cl -1.73 -3.44 -8.05
79 H -3.84 -2.39 -8.04
80 C 5.30 1.66 -1.15
81 Cl 4.45 0.48 -0.14
82 Cl 5.82 3.05 -0.19
83 Cl 6.68 0.91 -1.96
84 H 4.61 2.01 -1.91
85 C -4.18 4.35 9.72
86 Cl -3.51 5.98 9.56
87 Cl -5.47 4.09 8.54
88 Cl -2.91 3.13 9.53
89 H -4.61 4.25 10.72
90 C -2.72 -0.47 12.06
91 Cl -1.72 -0.41 10.60
92 Cl -2.29 0.84 13.17
93 Cl -4.44 -0.38 11.63
94 H -2.54 -1.42 12.56
95 C 5.69 -7.28 -2.11
96 Cl 5.67 -8.89 -2.84
97 Cl 6.38 -7.34 -0.48
98 Cl 6.60 -6.15 -3.13
99 H 4.67 -6.92 -2.04
100 C 1.99 5.55 0.00
101 Cl 0.29 5.67 0.45
102 Cl 2.96 4.93 1.33
103 Cl 2.18 4.52 -1.43
104 H 2.35 6.55 -0.25

Here are the Löwdin charges for atoms 1 to 6, given in e: -0.11, -0.29, -0.22, -0.26, -0.13, -0.98